Computed, not measured: one molecule with the formula C4H4N4 in a non-equilibrium geometry, with wB97M-V/def2-TZVPD.

```
12
Properties=species:S:1:pos:R:3:forces:R:3:lowdin_charge:R:1
C 0.96830 -1.31759 -0.11879 -2.485 -4.564 -0.581 -0.171
N 1.89854 -0.53491 -0.12535 1.188 4.592 0.455 0.028
C 1.28291 0.91190 -0.00997 0.552 -0.807 2.891 -0.068
C -0.28734 0.58857 -0.26639 -2.795 0.383 -0.443 -0.108
C -1.77576 0.83322 -0.24124 3.160 0.049 1.745 -0.105
N -2.37376 -0.32919 0.01482 -1.393 -1.143 0.294 -0.053
N -1.57265 -1.36218 0.04937 0.683 2.608 -1.931 0.049
N -0.41724 -0.74676 -0.32243 5.361 -2.835 2.261 -0.118
H 1.23036 -2.47180 0.00112 -1.424 2.493 -0.477 0.166
H 1.41998 1.04732 1.26736 -0.734 -0.170 -3.680 0.179
H 1.99908 1.76634 -0.40789 -2.217 -1.936 0.116 0.127
H -2.37242 1.61507 0.15939 0.105 1.330 -0.650 0.075
```
Forces are in eV/Å.

Properties
Frontier orbital gap = 9.9 eV
Energy above the lowest of the compared OMol25 structures with the same formula, charge and spin = 100.0 kcal per mole
SMILES = C1=NCc2cnnn21
Highest occupied orbital energy = -9.59 eV
Net charge = 0

=====

Computed, not measured: C31H44BrN5O4Ti as an isolated structure in a non-equilibrium geometry, with wB97M-V/def2-TZVPD.

```
86
Properties=species:S:1:pos:R:3:forces:R:3:lowdin_charge:R:1
Ti -0.10462 0.51472 0.12354 -0.429 -1.563 1.981 0.994
Br 3.34807 -0.64921 0.43261 -0.079 0.074 0.044 0.868
C 2.76943 0.43930 -0.99706 0.015 0.018 0.101 -0.684
C 3.71224 0.94215 -1.87308 0.024 -0.035 0.019 -0.076
C 3.26764 1.69548 -2.94605 0.045 0.002 -0.011 -0.003
C 1.90781 1.87886 -3.12800 -0.170 0.243 -0.105 0.042
C 1.03675 1.35397 -2.19977 0.195 -0.252 -0.193 -0.149
N 1.46469 0.66286 -1.11723 1.418 0.298 -1.571 -0.039
C -0.46697 1.32939 -2.41766 -0.327 -0.266 -0.062 -0.558
O -0.96280 1.81704 -3.39832 0.122 0.086 0.011 0.132
O -1.08890 0.65286 -1.47422 -0.342 0.295 -1.569 -0.161
H 4.76023 0.73678 -1.71530 -0.004 -0.007 0.006 0.113
H 3.98013 2.10806 -3.64779 -0.009 -0.006 -0.006 0.126
H 1.49681 2.40632 -3.97759 0.001 0.005 0.013 0.137
O -0.53241 0.11642 2.05218 -0.840 -0.254 0.602 -0.119
C -1.40456 0.24184 2.94843 0.336 0.054 0.098 -0.402
C -1.00388 0.54653 4.35967 -0.067 -0.027 0.113 -0.059
C -1.23468 -0.64660 5.32404 -0.048 0.028 -0.053 -0.146
C -2.26060 -1.67565 4.84540 0.005 0.043 0.022 -0.203
C -3.67144 -1.12261 4.64455 0.039 0.013 -0.035 -0.156
C -3.72100 0.10875 3.72604 -0.008 0.026 0.003 -0.135
N -2.68869 0.08348 2.69110 -0.173 -0.053 -0.114 0.131
H -1.57732 1.41775 4.68253 0.010 0.017 -0.008 0.132
H 0.04091 0.84480 4.34418 -0.269 -0.115 0.046 0.087
H -1.53587 -0.25056 6.29493 0.020 -0.017 0.016 0.121
H -0.28205 -1.15494 5.47989 0.013 -0.003 0.008 0.105
H -2.30356 -2.49110 5.56900 -0.009 -0.005 0.002 0.119
H -1.91037 -2.12044 3.90749 -0.006 -0.016 0.003 0.096
H -4.09848 -0.83815 5.60821 -0.026 -0.015 -0.003 0.120
H -4.30603 -1.91199 4.23882 0.003 -0.006 -0.005 0.114
H -3.60375 1.02698 4.30057 -0.003 0.009 -0.010 0.123
H -4.67956 0.17970 3.21692 -0.008 0.006 0.022 0.129
H -2.94682 -0.14296 1.74036 0.015 0.051 -0.017 0.162
C 1.97967 1.74471 2.96816 0.164 -0.029 -0.060 -0.068
C 1.80176 3.17920 2.47808 -0.030 -0.004 -0.077 -0.344
C 2.53975 3.43938 1.16217 0.016 -0.033 0.009 -0.040
C 0.35261 3.63600 2.42455 0.060 0.046 0.193 -0.128
C -0.05793 4.56889 3.37496 -0.053 -0.027 0.037 -0.037
C -1.33123 5.11000 3.36280 0.034 -0.073 -0.041 -0.075
C -2.18582 4.76995 2.32800 -0.015 -0.006 -0.023 -0.034
C -1.82287 3.85918 1.33830 -0.225 0.269 -0.001 -0.123
C -2.72912 3.75020 0.11823 0.036 -0.050 0.019 -0.348
C -1.98502 4.22238 -1.13398 0.012 0.029 0.016 -0.036
C -3.41232 2.40274 -0.10095 0.119 -0.132 0.108 -0.051
C -0.57212 3.23573 1.44941 0.044 -0.222 -0.074 -0.214
O -0.26132 2.22915 0.58604 0.099 1.470 0.404 -0.206
H 3.03866 1.48237 3.00619 0.028 0.035 0.018 0.079
H 1.47984 1.02718 2.31876 0.136 0.097 0.080 0.024
H 1.56887 1.62579 3.97328 0.212 0.113 -0.096 0.069
H 2.27246 3.81562 3.23108 0.026 0.027 -0.013 0.130
H 2.09136 2.88966 0.33513 -0.007 -0.019 -0.012 0.055
H 3.58753 3.14221 1.24884 -0.003 0.004 0.002 0.084
H 2.50897 4.49949 0.90843 -0.012 -0.001 -0.001 0.093
H 0.65063 4.87950 4.13391 0.006 0.006 0.005 0.114
H -1.63519 5.82342 4.11667 0.004 0.011 0.000 0.105
H -3.15559 5.24830 2.25491 0.001 0.008 0.002 0.114
H -3.53140 4.46896 0.30070 -0.013 0.031 -0.025 0.126
H -1.08719 3.63310 -1.30784 0.015 -0.007 0.003 0.061
H -1.68601 5.26548 -1.02452 0.020 0.007 -0.008 0.090
H -2.61454 4.13377 -2.02005 -0.012 0.002 0.013 0.089
H -2.68796 1.60095 -0.25465 -0.157 0.080 0.043 0.039
H -4.02752 2.44321 -1.00116 -0.019 -0.003 0.018 0.090
H -4.06478 2.16261 0.74120 -0.003 -0.049 0.056 0.073
C -0.00086 -4.74519 2.70678 -0.015 -0.008 0.018 -0.150
C 0.70961 -3.45863 3.06079 -0.061 0.023 -0.017 -0.167
N 0.39693 -2.44734 2.06049 0.263 0.033 -0.026 0.086
C 0.14179 -2.69252 0.74734 -0.047 -0.039 0.072 -0.358
N 0.06840 -1.67193 -0.09728 0.020 -0.287 0.041 -0.033
C 0.07889 -2.12067 -1.50144 0.028 0.051 -0.016 -0.208
C -0.98626 -3.17600 -1.71582 -0.029 0.018 0.005 -0.142
C -0.56738 -4.38858 -0.91954 0.040 0.023 0.037 -0.142
N -0.03026 -3.98453 0.38282 0.017 0.004 -0.042 -0.025
C 0.34482 -5.08303 1.27262 -0.027 0.028 -0.016 -0.134
H -1.08168 -4.61675 2.80218 0.002 -0.014 0.013 0.122
H 0.30849 -5.54708 3.37590 0.005 0.002 -0.003 0.125
H 1.78949 -3.63172 3.11140 0.007 0.001 0.004 0.127
H 0.38780 -3.08590 4.03428 0.003 -0.001 0.004 0.108
H 0.76044 -1.52307 2.23006 -0.101 -0.036 0.016 0.100
H 1.06533 -2.53925 -1.74128 0.006 0.022 -0.031 0.131
H -0.08898 -1.27435 -2.15540 -0.026 0.019 0.034 0.093
H -1.10034 -3.43534 -2.76772 0.022 -0.013 0.003 0.126
H -1.94092 -2.78426 -1.35843 -0.015 -0.007 -0.042 0.126
H 0.20865 -4.94327 -1.45518 -0.005 -0.017 -0.004 0.133
H -1.40182 -5.07167 -0.74623 -0.008 0.006 0.009 0.128
H 1.41503 -5.29398 1.17748 0.001 -0.016 -0.016 0.136
H -0.19276 -5.96812 0.93612 -0.010 -0.001 0.016 0.126
```
Forces are in eV/Å.

Properties
Frontier orbital gap (spin up / spin down) = 7.2 / 7.5 eV
Energy above the lowest of the compared OMol25 structures with the same formula, charge and spin = 31.1 kcal per mole
Highest occupied orbital energy (spin up / spin down) = -10.06 / -10.49 eV
⟨S²⟩ = 0.753
Net charge = +1
Multiplicity = 2

=====

Computed, not measured: a 10-piece molecular cluster, C10H40N8O10 overall in a non-equilibrium geometry, with wB97M-V/def2-TZVPD.

```
68
Properties=species:S:1:pos:R:3:forces:R:3:lowdin_charge:R:1
N 1.06886 -3.32633 3.65840 -1.062 0.150 0.158 0.177
C 0.16267 -3.15209 2.65563 0.524 -0.592 -1.196 -0.610
N -1.07801 -3.65624 2.89313 -0.278 0.367 -0.073 0.178
O 0.46192 -2.66910 1.55051 -0.452 -0.159 1.014 -0.032
H 0.67332 -3.78765 4.45352 0.655 -0.153 0.420 0.095
H 2.05886 -3.30068 3.50610 0.031 0.111 -0.091 0.100
H -1.36389 -4.09915 3.74382 0.258 -0.041 0.210 0.103
H -1.76433 -3.67265 2.15024 0.207 -0.072 -0.127 0.058
N 2.05939 3.77555 -1.36945 0.060 0.652 0.255 0.170
C 2.21490 4.90603 -0.64248 1.477 0.520 0.508 -0.680
N 1.16296 5.25425 0.15886 -0.268 0.282 0.122 0.141
O 3.25135 5.58640 -0.63296 -0.975 -0.577 -0.499 -0.009
H 2.77336 3.65013 -2.06038 -0.223 -0.439 -0.116 0.089
H 1.21807 3.22726 -1.28287 0.254 -0.400 -0.449 0.053
H 0.51955 4.55023 0.47647 -0.024 0.039 0.040 0.086
H 1.42530 5.98910 0.79551 -0.218 -0.150 0.154 0.100
N -1.10998 0.35525 0.31255 0.556 -0.566 -0.369 0.196
C 0.07304 0.46123 -0.35594 0.924 1.413 0.684 -0.609
N 1.00291 -0.43982 0.04034 0.140 -0.401 -0.100 0.182
O 0.36775 1.40116 -1.11221 -0.740 -0.542 -0.088 -0.021
H -1.09038 -0.39502 0.97877 -0.681 0.126 0.205 0.059
H -1.79965 1.08500 0.31684 -0.094 0.070 -0.008 0.089
H 1.83192 -0.55274 -0.51256 0.011 0.341 -0.119 0.081
H 0.84196 -1.13056 0.76958 -0.138 -0.001 -0.404 0.042
N 3.41319 1.40029 -4.05583 0.174 0.479 -0.067 0.154
C 2.83934 0.19253 -3.76841 -1.253 -1.175 -0.696 -0.679
N 3.46589 -0.51827 -2.77981 0.039 1.270 -0.680 0.149
O 1.88939 -0.28718 -4.38008 0.615 0.687 0.260 0.021
H 3.92952 1.89384 -3.34951 0.076 -0.067 0.046 0.083
H 2.94375 1.99328 -4.71742 -0.190 -0.179 -0.043 0.103
H 4.21858 -0.00203 -2.36362 0.141 -0.915 0.838 0.093
H 2.98228 -1.34395 -2.48734 0.385 -0.129 0.387 0.094
C -3.34923 -2.26722 0.93024 -1.010 -0.305 -0.315 -0.139
O -3.20000 -3.67894 0.83370 0.836 -0.229 0.618 -0.143
H -4.29604 -2.03401 1.42691 -0.032 0.188 -0.173 0.086
H -2.56705 -1.87278 1.57259 0.209 -0.129 -0.174 0.043
H -3.31319 -1.83217 -0.06856 0.081 0.320 0.154 0.087
H -3.92064 -4.12956 0.39227 -0.218 0.346 -0.113 0.094
C -3.53405 4.08266 0.69693 0.046 -0.528 -0.587 -0.131
O -3.78348 2.67605 0.49457 -0.108 0.496 0.255 -0.144
H -4.22056 4.69410 0.10658 -0.207 -0.037 0.206 0.079
H -3.61439 4.29666 1.76179 0.234 0.376 -0.044 0.077
H -2.55227 4.29259 0.27751 0.152 -0.036 0.367 0.072
H -4.64450 2.54160 0.90372 0.028 -0.385 -0.179 0.070
C -2.34238 0.65196 3.84076 -0.084 -1.814 0.042 -0.159
O -1.80844 0.82810 5.14535 0.577 0.808 -0.397 -0.109
H -3.24670 0.05383 3.98724 -0.300 0.345 -0.670 0.081
H -2.49203 1.50245 3.17246 -0.157 0.539 0.770 0.069
H -1.66956 -0.00192 3.26935 0.139 0.032 0.212 0.055
H -2.47138 0.59724 5.79287 -0.177 0.072 0.026 0.067
C -0.51759 2.81585 -3.91647 1.281 0.156 0.586 -0.184
O -1.48076 2.43104 -2.97570 -0.949 0.064 0.093 -0.136
H 0.14084 3.59685 -3.50231 -0.198 0.158 -0.146 0.062
H 0.17389 2.00059 -4.16906 -0.331 -0.160 -0.226 0.063
H -0.98462 3.21869 -4.81181 -0.221 -0.174 0.038 0.076
H -1.07130 2.17261 -2.13462 0.419 -0.087 -0.476 0.024
C -0.71677 -3.27089 -1.81066 0.920 0.889 0.671 -0.167
O -0.62027 -4.17998 -2.88156 -0.438 -0.092 -0.267 -0.104
H -0.74851 -2.23955 -2.17353 -0.337 -0.130 -0.345 0.080
H -1.55463 -3.42832 -1.12899 -0.162 -0.331 -0.266 0.055
H 0.18147 -3.25450 -1.18267 -0.013 -0.332 0.034 0.062
H 0.09264 -4.80162 -2.73958 0.052 0.009 0.174 0.069
C 3.69884 -2.85701 0.95358 0.864 0.072 -0.892 -0.162
O 4.66769 -3.54803 1.73547 -0.063 0.142 0.280 -0.118
H 4.19611 -2.05000 0.40056 0.085 0.157 0.362 0.073
H 3.34255 -3.49494 0.14109 -0.601 -0.084 0.360 0.085
H 2.91845 -2.42298 1.56972 -0.215 -0.225 -0.115 0.044
H 4.66407 -4.47646 1.50092 -0.031 -0.039 -0.039 0.070
```
Forces are in eV/Å.

Properties
Frontier orbital gap = 9.1 eV
Energy above the lowest of the compared OMol25 structures with the same formula, charge and spin = 19.4 kcal per mole
SMILES = NC(N)=O.NC(N)=O.NC(N)=O.NC(N)=O.CO.CO.CO.CO.CO.CO
Highest occupied orbital energy = -9.07 eV
Net charge = 0

=====

Computed, not measured: C6H11NS as an isolated structure in a non-equilibrium geometry, with wB97M-V/def2-TZVPD.

```
19
Properties=species:S:1:pos:R:3:forces:R:3:lowdin_charge:R:1
C 0.63266 1.20741 -0.33448 1.558 -3.183 1.474 -0.358
C 1.17156 0.06207 0.60208 2.062 -2.653 2.076 -0.180
C -0.05971 -0.69800 1.23313 -0.612 -0.977 -1.104 -0.155
C -0.97103 -0.80217 -0.09008 0.987 1.038 0.215 -0.638
C 0.03243 -0.11765 -0.96611 -2.314 1.808 -5.533 -0.419
C 1.19121 -0.93293 -0.66136 2.366 1.492 1.874 -0.130
H -0.58543 2.08743 1.02976 0.472 0.337 -0.851 0.048
H -0.67049 2.82709 -0.65850 2.748 -1.467 3.985 0.204
H 1.41128 1.44558 -1.05486 0.184 0.422 0.171 0.134
H 2.05176 -0.01369 1.35980 -1.213 0.981 -1.384 0.152
H -0.61718 -0.25002 1.97789 -1.133 2.068 1.372 0.050
H 0.06229 -1.66284 1.80462 0.896 0.460 -1.356 0.127
H -1.00519 -1.81701 -0.52596 -1.037 0.492 0.642 0.113
H -3.26126 -1.12991 -0.04793 1.072 3.393 -0.027 -0.006
H -0.14445 0.09032 -2.13003 -0.526 -0.942 2.329 0.175
H 1.15160 -1.95268 -0.39879 -1.003 -1.221 0.492 0.101
H 2.00083 -0.95033 -1.31684 1.597 1.087 -1.190 0.094
N 0.08529 2.37307 0.28203 -4.111 1.313 -3.526 0.017
S -2.47618 0.23427 -0.10437 -1.993 -4.448 0.341 0.670
```
Forces are in eV/Å.

Properties
Frontier orbital gap = 9.4 eV
Energy above the lowest of the compared OMol25 structures with the same formula, charge and spin = 98.7 kcal per mole
Highest occupied orbital energy = -8.96 eV
Net charge = 0

=====

Computed, not measured: a 2-piece molecular cluster, C5H12O overall in a non-equilibrium geometry, with wB97M-V/def2-TZVPD.

```
18
Properties=species:S:1:pos:R:3:forces:R:3:lowdin_charge:R:1
C 0.26360 -0.12158 1.98192 -0.446 -0.263 -0.130 0.041
C 0.19639 -0.25965 0.65587 -0.390 -0.182 0.579 -0.514
O 1.03930 -1.15864 0.05645 -0.244 -0.270 -0.101 -0.005
C -1.03332 0.18496 -0.09663 -0.055 -0.014 -0.068 -0.210
C -1.84165 -1.10598 -0.17261 -0.289 -0.166 -0.081 -0.095
H -0.36123 0.61693 2.46272 -0.174 -0.173 0.030 0.061
H 0.68373 -0.91498 2.58380 0.792 0.426 0.082 0.068
H 1.01551 -1.07936 -0.90680 -0.167 0.090 0.286 0.096
H -1.59607 0.93698 0.46630 0.298 -0.094 0.039 0.118
H -0.91702 0.57079 -1.11342 0.357 -0.034 0.237 0.088
H -1.23459 -1.87293 -0.66346 -0.339 -0.009 -0.023 0.076
H -2.76355 -0.94405 -0.72807 -0.084 -0.171 -0.027 0.074
H -2.06263 -1.45845 0.83769 -0.118 -0.005 -0.176 0.085
C 1.68239 1.31996 -1.06852 0.719 0.182 0.394 -0.076
H 1.60620 2.39794 -1.27862 0.687 -0.210 0.371 0.021
H 0.89679 0.95685 -1.83572 0.642 -0.179 2.294 0.049
H 2.58557 0.87937 -1.48391 0.456 0.543 -0.279 0.010
H 1.87542 1.10691 0.13052 -1.645 0.528 -3.427 0.113
```
Forces are in eV/Å.

Properties
Frontier orbital gap = 9.3 eV
Energy above the lowest of the compared OMol25 structures with the same formula, charge and spin = 57.3 kcal per mole
SMILES = C=C(O)CC.C
Highest occupied orbital energy = -8.54 eV
Net charge = 0

=====

Number 1: M 108.10 g mol⁻¹, electronic energy -10168.50150 eV. Number 2: M 678.50 g mol⁻¹, electronic energy -141659.95069 eV. Number 3: M 432.48 g mol⁻¹, electronic energy -43415.51516 eV. Number 4: M 129.23 g mol⁻¹, electronic energy -18721.21388 eV. Number 5: M 88.15 g mol⁻¹, electronic energy -7424.82441 eV.